Below is 12 unconnected molecules or ions with the total composition C76H109N9O11 in a non-equilibrium geometry, with properties calculated with wB97M-V/def2-TZVPD.

Each line ends with the Mulliken charge.
Geometry (Å):
O1 -8.5526 -23.6739 -12.4485  -0.64
O2 -3.5330 -29.0383 -24.4469  -0.66
O3 -19.4006 -22.4669 -26.6136  -0.67
O4 -7.9152 -29.5670 -27.7498  -0.61
O5 -5.7919 -26.9003 -17.6794  -0.65
O6 -16.5299 -27.0064 -27.3383  -0.62
O7 -19.9286 -18.9576 -14.4738  -0.65
O8 -6.1006 -17.9504 -14.7860  -0.63
O9 -15.6134 -15.7935 -24.6173  -0.60
O10 -23.9215 -22.6594 -14.4147  -0.66
O11 -15.4458 -29.4786 -16.3254  -0.63
N1 -6.9385 -18.1104 -12.7405  -0.38
N2 -17.1413 -28.1389 -16.6687  -0.27
N3 -7.2947 -25.2627 -13.2911  -0.32
N4 -12.7092 -22.5972 -18.4202  0.12
N5 -13.5043 -16.0854 -24.1892  -0.26
N6 -4.7678 -25.1599 -18.6155  -0.38
N7 -19.8204 -27.4182 -19.9579  0.47
N8 -9.5953 -15.8455 -22.4536  0.30
N9 -16.6420 -24.9816 -11.3399  0.14
C1 -20.8051 -19.8042 -14.4551  0.47
C2 -7.0271 -18.1665 -14.0417  0.63
C3 -22.4133 -21.3819 -15.7434  0.63
C4 -3.1110 -31.4116 -27.9258  -0.49
C5 -15.8374 -25.3145 -25.1046  -0.79
C6 -7.4935 -24.2900 -12.4443  0.68
C7 -17.1186 -27.4619 -11.2954  -1.30
C8 -17.3884 -23.1322 -24.6793  -0.11
C9 -8.8764 -17.6914 -24.1343  -1.24
C10 -3.2261 -30.6172 -26.8242  -0.56
C11 -19.8323 -24.0270 -29.0332  -0.74
C12 -4.8569 -26.4819 -18.3730  0.68
C13 -15.2120 -22.8303 -17.8670  -1.25
C14 -3.7585 -27.3379 -18.8374  -0.92
C15 -16.8132 -24.9573 -26.0385  0.38
C16 -9.9002 -13.6333 -23.6009  -1.40
C17 -13.7447 -23.3539 -17.7939  -0.50
C18 -21.1400 -27.6297 -19.3455  -0.53
C19 -10.5684 -23.8327 -17.6779  -1.00
C20 -17.0918 -25.9298 -27.2410  0.47
C21 -18.9080 -24.3559 -28.0155  0.22
C22 -5.8308 -28.4854 -24.9799  0.38
C23 -8.2429 -28.1369 -25.3254  -0.74
C24 -21.9174 -19.8198 -10.8786  -0.62
C25 -6.4207 -24.0322 -11.3832  -0.89
C26 -15.8035 -23.8880 -11.8439  -0.34
C27 -6.9083 -29.4995 -27.0802  0.47
C28 -20.7210 -20.1339 -16.9931  -0.68
C29 -5.9158 -27.8317 -23.7505  -0.58
C30 -5.5511 -30.1813 -27.3671  0.25
C31 -16.6054 -29.3112 -16.5934  0.66
C32 -21.3046 -20.4728 -15.7141  0.19
C33 -4.1994 -31.6478 -28.6943  -0.43
C34 -16.2516 -26.2820 -11.8187  -0.64
C35 -8.8633 -17.1055 -22.6543  -0.51
C36 -18.1976 -28.6494 -21.5298  -1.11
C37 -21.1736 -19.5905 -12.0063  -0.86
C38 -21.5411 -20.2245 -13.2243  0.37
C39 -11.7669 -20.3480 -18.5470  -1.44
C40 -15.5828 -24.4905 -24.0578  -0.33
C41 -23.0275 -21.8438 -14.4589  0.70
C42 -20.5636 -25.3272 -21.3288  -1.18
C43 -18.9993 -25.8039 -30.4702  -0.55
C44 -18.6935 -23.4725 -26.8237  0.55
C45 -21.2759 -20.6585 -18.1980  -0.70
C46 -8.9862 -14.7541 -23.2275  -0.24
C47 -17.5412 -30.4342 -16.9467  -0.92
C48 -8.2599 -27.4511 -24.1229  -0.41
C49 -16.2355 -23.3934 -23.8248  -0.87
C50 -19.6240 -26.0427 -20.3348  -0.99
C51 -4.4951 -29.1274 -25.2466  0.65
C52 -7.1313 -27.2484 -23.3645  -0.54
C53 -18.0909 -26.0839 -29.4650  -0.47
C54 -12.4518 -21.3363 -17.6623  -0.39
C55 -15.8550 -22.5987 -11.0021  -1.33
C56 -5.4197 -31.0208 -28.4391  -0.51
C57 -15.0507 -17.6678 -23.2817  -0.92
C58 -10.0336 -15.5174 -21.0558  -0.61
C59 -22.9035 -20.8502 -10.8885  -0.40
C60 -8.7874 -15.7103 -20.1460  -1.18
C61 -7.0056 -28.6776 -25.8074  0.35
C62 -23.1914 -21.5116 -12.0756  -0.53
C63 -22.4800 -21.4204 -18.1607  -0.40
C64 -11.4572 -23.4104 -18.7672  -0.60
C65 -19.6870 -28.3762 -21.0446  -0.69
C66 -8.3804 -18.3944 -14.7270  -0.81
C67 -19.8901 -24.7113 -30.2587  -0.49
C68 -21.5376 -26.7854 -18.1224  -1.33
C69 -14.7703 -16.4402 -24.0672  0.61
C70 -18.0691 -25.4368 -28.2251  0.54
C71 -4.4234 -29.8952 -26.5463  0.19
C72 -22.5537 -21.1713 -13.2176  0.41
C73 -23.0560 -21.8078 -16.9285  -0.71
C74 -18.7504 -25.0470 -12.7740  -1.03
C75 -17.6265 -23.8490 -25.7797  -0.06
C76 -18.1103 -24.6938 -11.3822  -0.76
H1 -18.9886 -26.4645 -31.3246  0.40
H2 -21.6796 -19.3780 -9.9222  0.38
H3 -3.1223 -26.8945 -19.6034  0.34
H4 -5.8277 -23.1535 -11.6370  0.25
H5 -9.5136 -12.7225 -23.1435  0.31
H6 -10.7143 -20.4710 -18.8022  0.33
H7 -10.2224 -22.9511 -17.1384  0.20
H8 -16.1270 -17.6308 -23.1131  0.29
H9 -16.7346 -28.3535 -11.7910  0.37
H10 -2.1748 -31.8966 -28.1599  0.40
H11 -17.0810 -31.4197 -16.8750  0.29
H12 -22.9529 -21.6243 -19.1100  0.43
H13 -13.1803 -15.5440 -24.9779  0.21
H14 -12.3385 -20.1491 -19.4535  0.30
H15 -20.5017 -23.1931 -28.8814  0.46
H16 -5.6242 -24.7542 -11.5634  0.27
H17 -17.6803 -29.0049 -20.6387  0.18
H18 -15.2702 -26.2263 -25.2198  0.50
H19 -21.9540 -27.5657 -20.0676  0.41
H20 -21.5831 -25.2053 -20.9630  0.29
H21 -7.1570 -26.5802 -22.5164  0.42
H22 -4.1388 -32.2761 -29.5706  0.38
H23 -18.5926 -26.1223 -20.6783  0.54
H24 -10.9644 -13.8203 -23.4575  0.30
H25 -20.8986 -27.0772 -17.2889  0.30
H26 -16.5087 -27.3556 -16.5883  0.21
H27 -9.7101 -24.4601 -17.9186  0.41
H28 -20.1050 -24.3885 -21.6397  0.41
H29 -23.3996 -21.3625 -10.0774  0.36
H30 -20.8689 -20.3098 -19.1356  0.45
H31 -9.7720 -13.4598 -24.6693  0.39
H32 -13.3615 -20.8788 -17.2732  0.39
H33 -10.8146 -22.7799 -19.3816  0.29
H34 -9.7546 -17.2945 -24.6435  0.29
H35 -13.7564 -24.3520 -18.2319  0.42
H36 -14.7647 -24.1964 -11.7266  0.41
H37 -6.2083 -31.0367 -29.1767  0.41
H38 -20.0426 -29.3373 -20.6735  0.42
H39 -11.6427 -19.3925 -18.0375  0.47
H40 -18.2028 -27.3833 -11.3755  0.34
H41 -18.6217 -25.2848 -10.6224  0.36
H42 -8.1637 -14.3260 -22.6545  0.27
H43 -18.3898 -23.6961 -11.0435  0.29
H44 -24.0099 -22.3072 -17.0131  0.42
H45 -15.2909 -26.5743 -11.3946  0.44
H46 -16.8954 -27.5217 -10.2301  0.36
H47 -23.9396 -22.2757 -11.9250  0.42
H48 -18.4888 -24.1911 -13.3963  0.33
H49 -21.2661 -28.5877 -18.8411  0.37
H50 -5.9993 -17.9126 -12.4258  0.24
H51 -6.4302 -25.7834 -13.2513  0.17
H52 -2.2830 -30.4475 -26.3260  0.37
H53 -18.4329 -25.9207 -13.3432  0.31
H54 -4.1460 -28.2673 -19.2546  0.26
H55 -4.0050 -24.8313 -19.1902  0.19
H56 -16.0007 -23.4002 -17.3760  0.36
H57 -18.3339 -30.3273 -16.2061  0.29
H58 -10.4892 -14.5287 -21.0006  0.40
H59 -5.4993 -24.5306 -18.3172  0.22
H60 -19.5353 -25.4423 -19.4294  0.41
H61 -8.5819 -15.1856 -24.1432  0.28
H62 -8.0210 -17.3357 -24.7087  0.31
H63 -17.2080 -26.6766 -29.6537  0.37
H64 -18.3295 -29.4184 -22.2910  0.40
H65 -20.4333 -18.8085 -11.9232  0.49
H66 -15.4681 -22.7084 -18.9195  0.28
H67 -8.8323 -18.7696 -23.9802  0.40
H68 -9.5209 -17.7814 -22.1077  0.35
H69 -16.8292 -22.1970 -10.7234  0.29
H70 -20.7408 -25.9279 -22.2209  0.29
H71 -20.3171 -28.0907 -21.8870  0.39
H72 -15.2748 -21.8001 -17.5165  0.30
H73 -7.9290 -25.5520 -14.0219  0.21
H74 -17.8660 -30.3827 -17.9859  0.23
H75 -17.8120 -28.0774 -17.4213  0.14
H76 -7.7052 -18.1885 -12.0877  0.20
H77 -12.7865 -16.2690 -23.5027  0.11
H78 -15.2073 -21.7883 -11.3362  0.37
H79 -8.9893 -15.3621 -19.1331  0.38
H80 -11.7455 -24.2864 -19.3483  0.41
H81 -19.8166 -25.2072 -12.6139  0.34
H82 -9.0959 -18.5464 -13.9189  0.28
H83 -7.9379 -15.2309 -20.6326  0.32
H84 -19.8603 -19.4842 -16.9348  0.49
H85 -16.0561 -26.3274 -12.8900  0.44
H86 -14.8422 -24.6956 -23.2990  0.43
H87 -18.0408 -22.3286 -24.3711  0.53
H88 -8.3411 -16.6996 -20.0449  0.30
H89 -16.0064 -23.6208 -12.8809  0.26
H90 -5.0700 -27.5273 -23.1519  0.44
H91 -15.5512 -22.8595 -9.9883  0.36
H92 -10.8078 -16.1778 -20.6653  0.25
H93 -6.6539 -23.9851 -10.3195  0.27
H94 -17.7214 -27.7955 -22.0117  0.30
H95 -3.1007 -27.4065 -17.9710  0.27
H96 -22.5876 -26.9232 -17.8644  0.37
H97 -7.8474 -17.0436 -22.2639  0.32
H98 -14.6100 -17.4250 -22.3148  0.26
H99 -8.3305 -19.1412 -15.5195  0.23
H100 -9.2233 -27.0499 -23.8450  0.37
H101 -11.8553 -21.5623 -16.7784  0.29
H102 -11.1284 -24.4823 -17.0052  0.26
H103 -16.0345 -22.7128 -23.0107  0.49
H104 -20.5802 -24.5962 -31.0815  0.37
H105 -8.6101 -17.4970 -15.3013  0.24
H106 -13.4154 -23.5915 -16.7823  0.34
H107 -9.1365 -28.2976 -25.9103  0.45
H108 -14.8878 -18.6750 -23.6653  0.29
H109 -21.3741 -25.7108 -18.2039  0.30

Results
Highest occupied orbital energy ... -7.93 eV
E_LUMO ... -1.163 eV
Structure (SMILES) ... O=C1c2ccccc2C(=O)c2ccccc21.O=C1c2ccccc2C(=O)c2ccccc21.O=C1c2ccccc2C(=O)c2ccccc21.CCN(CC)CC.CCN(CC)CC.CCN(CC)CC.CCN(CC)CC.CC(N)=O.CC(N)=O.CC(N)=O.CC(N)=O.CC(N)=O


Below is a molecular structure, C7H8O in a non-equilibrium geometry, with properties calculated with wB97M-V/def2-TZVPD.

Each line ends with the natural charge from an NBO analysis.
Geometry (Å):
O1 0.1438 3.4782 -0.5781  -0.52
C1 2.1037 2.1884 -0.3698  -0.46
C2 0.6231 -1.4108 -0.5552  -0.64
C3 0.2909 0.7194 0.5332  -0.27
C4 -1.4724 -1.2263 0.6480  -0.36
C5 1.2991 3.2125 -0.8544  0.40
C6 1.4495 1.2465 0.1582  0.20
C7 -0.3326 -0.5913 0.3308  -0.04
H1 -0.3689 1.6942 1.2230  0.27
H2 3.1444 2.3218 -0.1962  0.24
H3 1.9019 3.8323 -1.5231  0.11
H4 0.1875 -1.3032 -1.5034  0.22
H5 -2.3240 -0.7982 1.2233  0.21
H6 0.9749 -2.4982 -0.3727  0.23
H7 1.5218 -0.7975 -0.5019  0.21
H8 -1.4703 -2.1891 0.2484  0.20

Results
Energy relative to the best compared isomer or geometry (same formula, charge and spin) ... 5.351 eV
Highest occupied orbital energy (alpha / beta) ... -8.81 / -8.81 eV
E_LUMO (alpha / beta) ... -0.423 / -0.422 eV


Below is a single C5H7NO molecule in a non-equilibrium geometry, with properties calculated with wB97M-V/def2-TZVPD.

Each line ends with the natural charge from an NBO analysis.
Geometry (Å):
O1 -0.9569 2.0921 -0.6033  -0.52
N1 2.0094 -2.0300 1.0361  -0.33
C1 1.0357 -1.5318 0.6574  0.29
C2 -0.0580 1.5418 -1.1896  0.45
C3 -0.8726 -0.1019 1.2908  -0.59
C4 0.4689 0.1430 -0.9761  -0.51
C5 -0.1156 -0.7745 0.1324  -0.32
H1 -1.7248 0.4584 0.9075  0.24
H2 -1.2258 -0.8703 1.9850  0.22
H3 0.5103 2.0759 -1.9845  0.11
H4 1.5469 0.2715 -0.8132  0.25
H5 0.4044 -0.3655 -1.9482  0.25
H6 -0.7940 -1.4994 -0.3322  0.24
H7 -0.2279 0.5905 1.8378  0.22

Results
Energy relative to the best compared isomer or geometry (same formula, charge and spin) ... 0.988 eV
Highest occupied orbital energy ... -10.30 eV
E_LUMO ... 0.652 eV
Structure (SMILES) ... C[C@H](C#N)CC=O


Below is 2 unconnected molecules or ions with the total composition C18H14BCl2N2O6 in a non-equilibrium geometry, with properties calculated with wB97M-V/def2-TZVPD.

Each line ends with the natural charge from an NBO analysis.
Geometry (Å):
Cl1 2.2183 0.9870 6.0838  0.08
Cl2 3.0386 -1.4189 3.9797  0.11
O1 0.5372 -2.3142 2.6214  -0.43
O2 0.8756 2.6901 3.6168  -0.46
O3 -0.0493 1.2609 -1.7230  -0.71
O4 -1.2809 -0.5999 -3.5225  -0.43
O5 1.1575 -0.9029 -1.9766  -0.71
O6 -0.3589 -0.5774 -0.1295  -0.72
N1 -2.6289 2.6007 2.7232  -0.22
N2 -3.1334 -1.5168 2.5970  -0.22
C1 1.5372 -0.6137 3.9927  -0.12
C2 -0.7304 0.9287 3.2878  -0.12
C3 -1.8008 1.8208 2.9749  0.26
C4 -3.2631 -1.5745 -3.2472  -0.34
C5 2.9064 1.1802 0.7047  -0.61
C6 -2.6915 -1.3845 -1.9588  -0.36
C7 1.8117 0.7050 -0.2492  -0.13
C8 0.6751 0.0330 0.5724  -0.07
C9 1.3587 0.5657 4.6471  -0.10
C10 1.0696 1.8210 -1.0537  -0.04
C11 0.5154 1.5274 3.8744  0.50
C12 2.2559 -0.4263 -1.2135  -0.05
C13 -0.8088 -0.4051 2.9451  -0.08
C14 0.3972 -1.2439 3.2117  0.50
C15 -2.0754 -1.0195 2.7362  0.25
C16 -2.3677 -1.0880 -4.1733  0.24
C17 -1.4603 -0.7788 -2.1652  0.13
C18 -2.3445 -1.0009 -5.6342  -0.64
B1 -0.0462 -0.2041 -1.4902  0.94
H1 -3.2692 -1.4518 -6.0243  0.21
H2 0.1721 0.7886 1.2131  0.13
H3 -1.4802 -1.5352 -6.0732  0.21
H4 3.4175 0.3354 1.2097  0.20
H5 2.7194 -1.1882 -0.5630  0.14
H6 -2.3018 0.0531 -5.9562  0.21
H7 1.1229 -0.7930 1.1335  0.16
H8 1.7378 2.2971 -1.7941  0.15
H9 -4.2162 -1.9901 -3.5401  0.20
H10 0.8067 2.6037 -0.3175  0.14
H11 3.6441 1.7673 0.1606  0.21
H12 3.0171 -0.1054 -1.9483  0.16
H13 -3.1236 -1.6615 -0.9990  0.22
H14 2.4389 1.8292 1.4667  0.21

Results
Charge ... -1
Energy relative to the best compared isomer or geometry (same formula, charge and spin) ... 1.140 eV
Highest occupied orbital energy ... -4.05 eV
E_LUMO ... -0.610 eV


Below is a single C4H9NO2 molecule, with properties calculated with wB97M-V/def2-TZVPD.

Each line ends with the natural charge from an NBO analysis.
Geometry (Å):
O1 -0.4513 1.2388 1.0260  -0.51
O2 -1.7228 -1.2033 -0.6325  -0.52
N1 0.8529 0.2765 -0.7054  -0.64
C1 2.0739 -0.4405 -1.0163  -0.42
C2 0.5364 0.2863 0.6934  0.09
C3 -1.7224 0.9261 0.4916  -0.17
C4 -1.9238 -0.5807 0.3877  0.40
H1 1.4159 0.6041 1.2568  0.19
H2 2.2287 -0.3538 -2.0930  0.21
H3 -2.4598 1.3312 1.1830  0.20
H4 -2.1721 -1.0951 1.3394  0.12
H5 -1.9061 1.3595 -0.5045  0.19
H6 0.1850 -0.7015 1.0712  0.13
H7 0.0868 -0.1249 -1.2396  0.38
H8 2.9345 -0.0079 -0.4881  0.19
H9 2.0442 -1.5148 -0.7698  0.17

Results
Energy relative to the best compared isomer or geometry (same formula, charge and spin) ... 2.577 eV
Highest occupied orbital energy ... -9.10 eV
E_LUMO ... 0.550 eV
Structure (SMILES) ... CNCOCC=O